Record 1
The following is a DFT calculation (ωB97M-V/def2-TZVPD) of C42H38BrCuF5N5O9PS2 as an isolated structure at a distorted geometry.

Last column: Löwdin spin population.
Atoms and positions in Å:
F: -0.300 4.739 -0.034  0.00
O: 2.495 1.113 3.766  0.00
H: -4.101 1.917 3.675  0.00
C: -2.706 0.585 2.757  0.00
H: 3.909 -4.180 -3.415  0.00
C: -0.904 0.623 -2.014  0.01
S: -2.420 -3.314 2.898  0.00
H: 0.722 5.289 -4.002  0.00
O: -2.056 0.342 -2.305  0.01
C: -4.195 3.741 0.737  0.00
H: 3.611 5.043 0.481  0.00
N: -0.599 -3.272 0.907  0.00
C: -0.337 1.893 -2.650  0.00
C: -1.444 2.291 5.766  0.00
C: -5.068 -1.971 -1.712  0.00
H: 0.937 -0.114 5.088  0.00
O: 1.682 3.203 2.457  0.00
C: -0.076 0.244 5.249  0.00
C: -0.052 1.762 5.402  0.00
C: -2.460 5.377 0.592  0.00
F: -4.690 6.044 1.137  0.00
H: -1.907 -1.558 -0.590  0.00
C: 0.441 4.316 -3.615  0.00
C: -2.355 -0.746 2.565  0.00
H: 1.782 -0.864 2.440  0.00
C: 2.719 4.798 1.054  0.00
H: 1.540 -3.543 -3.557  0.00
N: 1.614 -1.661 0.572  0.02
H: 1.862 4.783 0.393  0.00
C: -3.481 -2.879 -3.260  0.00
H: -2.243 2.532 -3.400  0.00
C: -1.198 2.783 -3.286  0.00
C: -3.289 2.742 0.436  0.00
H: -4.643 -2.225 4.630  0.00
H: 2.553 5.564 1.810  0.00
O: -0.395 -2.186 -4.031  0.00
C: 2.179 -2.379 -0.417  0.00
H: 4.998 3.670 2.126  0.00
C: 3.534 -2.819 -0.328  0.00
H: -0.668 -0.017 4.377  0.00
C: -1.563 4.381 0.283  0.00
H: 0.723 1.649 7.423  0.00
N: -0.822 3.959 -3.761  0.00
Cu: -0.105 0.244 0.575  0.80
C: 0.961 2.144 6.484  0.00
H: -6.093 -1.754 -1.440  0.00
C: 0.998 2.246 -2.528  0.00
C: -4.039 -1.613 -0.857  0.00
H: -1.446 3.377 5.683  0.00
H: -2.177 1.886 5.074  0.00
C: 2.105 -3.327 -2.665  0.00
H: 1.945 1.836 6.146  0.00
O: -0.093 -0.008 -1.265  0.06
C: -1.332 -2.516 1.698  0.00
O: 0.291 2.409 4.192  0.00
C: 1.369 3.484 -3.012  0.00
C: 4.142 -3.484 -1.406  0.00
F: -5.501 3.440 0.940  0.00
H: -5.352 0.147 4.835  0.00
C: 2.273 -1.459 1.686  0.00
C: -4.495 -0.111 4.229  0.00
H: -0.698 -4.271 0.980  0.00
H: 3.933 4.225 3.431  0.00
H: -4.245 -1.089 0.064  0.00
C: 3.565 -1.959 1.913  0.00
H: 1.680 1.556 -2.053  0.00
C: 1.414 -2.761 -1.583  0.00
N: -1.410 -1.225 1.698  0.02
H: 4.161 2.494 3.166  0.00
C: -3.792 5.068 0.838  0.00
C: 2.880 3.430 1.726  0.00
H: 4.036 -1.786 2.868  0.00
F: -3.765 1.482 0.323  0.00
C: -1.895 2.991 0.231  0.00
C: -2.725 -1.881 -1.208  0.00
H: -0.499 -0.222 6.138  0.00
C: -3.787 0.887 3.567  0.00
C: -4.112 -1.436 4.117  0.00
H: -0.285 -2.888 -0.042  0.00
H: 5.153 -3.851 -1.295  0.00
H: -2.119 1.350 2.275  0.00
S: -0.793 -2.963 -2.881  0.00
F: -2.053 6.667 0.651  0.00
O: -0.831 -4.402 -3.131  0.00
C: 4.082 3.458 2.675  0.00
H: 2.150 2.216 0.121  0.00
C: 4.207 -2.606 0.895  0.00
H: 0.958 3.219 6.637  0.00
P: 1.330 1.773 3.120  0.00
C: -4.793 -2.595 -2.919  0.00
H: 5.224 -2.969 0.998  0.00
H: -5.597 -2.848 -3.597  0.00
H: 3.274 1.391 1.192  0.00
C: -3.053 -1.738 3.287  0.00
H: -3.229 -3.347 -4.199  0.00
Br: 3.169 4.068 -2.902  0.00
C: -2.463 -2.533 -2.394  0.00
C: 3.438 -3.686 -2.573  0.00
O: -1.024 2.120 -0.037  0.03
H: 3.898 2.576 0.015  0.00
H: -1.711 2.002 6.782  0.00
O: 0.502 0.908 2.188  0.03
C: 3.073 2.332 0.684  0.00
N: 0.088 -2.653 -1.542  0.00

Forces on the atoms, in the same order (eV/Å):
-0.3 -0.1 0.1
-0.2 0.0 -0.2
0.1 0.1 0.0
0.1 -0.2 0.0
0.0 0.0 0.0
-0.6 1.2 -1.4
0.3 0.4 -0.4
0.1 0.0 0.1
0.2 0.1 0.2
-0.1 0.4 0.1
0.1 0.0 0.0
0.0 -0.2 0.1
0.0 -0.1 0.0
0.3 -0.1 -0.2
-0.1 0.0 0.1
0.1 -0.2 0.1
-0.4 -0.6 0.3
0.0 0.1 -0.1
-0.4 -0.3 1.0
-0.2 0.1 0.0
0.2 -0.2 0.0
-0.1 0.0 0.0
0.3 0.0 0.0
-0.9 -0.2 0.7
0.0 0.0 0.1
-0.1 -0.4 0.2
0.1 -0.1 -0.1
-0.4 0.8 0.4
-0.1 0.0 -0.1
0.0 0.0 -0.2
0.0 -0.2 0.1
-0.1 -0.4 0.1
0.3 -0.2 -0.1
-0.1 0.0 0.1
0.0 0.1 0.1
-0.1 0.4 0.0
0.7 -0.4 -0.6
0.1 0.1 -0.1
-0.4 0.0 0.0
-0.2 -0.1 0.0
0.2 -0.3 -0.1
0.0 -0.1 0.1
-0.3 0.4 -0.2
-0.4 0.0 -0.5
-0.1 0.0 -0.3
-0.1 0.0 0.0
-0.3 0.0 0.0
0.0 -0.1 0.0
0.0 0.1 0.1
0.0 0.0 0.1
-0.1 0.2 0.1
0.2 0.0 0.0
0.5 -0.4 0.5
-0.5 -1.1 0.7
0.4 -0.1 -0.7
0.1 0.0 -0.1
0.2 -0.2 -0.3
0.4 0.0 -0.1
0.0 0.0 0.1
0.0 -0.1 0.0
-0.1 0.1 0.1
-0.1 0.1 0.0
0.0 0.1 0.1
0.0 0.1 0.1
0.3 -0.1 -0.2
0.1 0.1 0.0
0.8 -0.3 -0.6
0.8 0.8 -0.8
0.1 0.0 0.1
-0.1 0.0 -0.1
0.9 0.4 -0.5
0.1 0.1 0.1
0.2 0.3 -0.1
-0.9 1.0 0.3
-0.1 -0.2 0.1
-0.1 0.0 0.0
-0.1 0.0 -0.1
0.0 0.0 0.0
-0.2 -0.2 0.0
0.1 0.0 0.0
0.0 0.1 -0.1
0.5 -0.9 0.8
-0.1 -0.3 0.0
-0.2 0.2 0.0
-0.3 -0.1 0.0
0.0 0.1 -0.2
-0.2 0.1 0.2
0.0 0.2 0.0
-0.3 0.8 0.5
0.0 0.0 -0.1
0.0 0.0 0.0
0.0 0.0 0.0
0.1 -0.2 0.0
0.2 0.1 -0.1
0.0 -0.1 -0.1
0.2 0.0 0.0
0.7 0.0 0.3
0.3 0.0 0.3
0.6 -1.0 0.4
0.0 0.0 -0.1
0.0 0.0 0.1
0.4 0.4 0.7
-0.2 0.1 0.2
-1.7 0.3 -0.9

As for the energy relative to the best compared isomer or geometry (same formula, charge and spin): 0.050 eV. The expectation value of S² is 0.75. As for the spin multiplicity: 2. The total charge is -2. For the strongest force on any atom, the calculation gives 2.0 eV Å⁻¹.

=====

Record 2
The following is a DFT calculation (ωB97M-V/def2-TZVPD) of C42H38F15GeN7SSiV as an isolated structure.

Last column: Löwdin spin population.
Atoms and positions in Å:
C: 2.425 -5.566 7.497  0.00
C: -2.806 3.758 -1.905  0.03
H: 4.803 2.516 1.019  0.00
F: 0.099 -5.251 7.560  0.00
C: 4.547 -4.728 1.705  0.00
N: -0.747 1.268 0.945  0.00
H: -2.536 0.423 1.470  0.00
C: 0.179 2.284 1.066  0.01
F: 6.528 0.905 2.849  0.00
H: -4.394 1.552 -0.299  0.01
H: -4.675 1.013 -1.956  0.01
N: -0.879 -2.201 0.292  0.01
C: -1.848 1.249 1.612  0.07
C: 3.645 -5.325 6.894  0.00
F: 4.758 -5.859 7.402  0.00
F: 4.880 -4.322 5.187  0.00
C: 5.021 -0.863 3.272  0.00
F: 5.890 -5.930 0.179  0.00
Si: 1.629 1.159 -3.482  0.02
H: -1.931 -2.996 -2.233  0.00
F: 5.653 -4.047 2.017  0.00
H: 0.221 0.999 -5.528  0.00
H: -2.906 0.110 -0.839  0.00
F: 5.652 2.205 5.070  0.00
H: 1.750 -3.678 -1.329  0.00
H: 1.683 -1.333 -3.749  0.00
F: 2.593 -1.228 5.873  0.00
N: 1.434 -1.599 -0.942  -0.01
C: 2.686 2.597 0.994  0.01
F: 1.361 -7.075 0.715  0.00
C: 0.027 -3.307 -0.102  0.00
H: 0.513 3.769 -2.642  0.00
Ge: 2.731 -2.939 3.522  0.00
H: 3.835 -2.730 0.411  0.00
C: 4.008 -1.462 3.994  0.00
C: -1.953 0.245 -1.332  -0.02
H: -1.415 5.328 -2.417  0.02
H: 3.257 2.160 -1.891  0.00
F: 3.760 -7.470 -0.513  0.00
N: -2.024 1.473 -2.191  0.04
N: 1.596 0.641 0.205  -0.03
F: 1.098 -5.179 2.559  0.00
H: 4.923 0.186 0.130  0.00
H: -2.604 -3.419 0.027  0.00
H: 4.714 -1.720 -0.715  0.00
C: 1.271 -5.014 6.969  0.00
C: 3.625 -6.512 0.400  0.00
C: 5.129 1.027 4.735  0.00
V: -0.090 -0.175 -0.566  1.95
H: -5.149 2.636 -1.466  0.00
C: 3.887 1.986 0.783  0.01
C: 0.944 1.721 -5.139  0.00
H: 3.686 -3.021 -1.331  0.00
F: 0.209 -3.701 5.380  0.00
H: 0.513 4.378 1.306  0.00
C: 2.415 -0.522 -3.757  0.00
H: 3.856 2.214 -3.552  0.00
H: 2.889 -0.512 -4.743  0.00
C: 2.776 0.053 -0.017  0.00
C: 4.702 -5.724 0.753  0.00
H: -2.907 -1.721 0.366  0.00
C: 2.296 -5.303 1.969  0.00
H: -3.608 4.445 -1.666  0.00
C: 2.557 -3.946 5.216  0.00
F: 2.360 -6.324 8.589  0.00
H: 3.191 -0.752 -3.028  0.00
C: 2.968 2.346 -2.927  0.00
C: -3.066 2.440 -1.761  0.19
C: -0.486 3.386 -2.488  0.03
S: 1.081 -1.875 2.750  0.00
H: -0.122 3.617 2.768  0.00
C: 1.349 -4.216 5.840  0.00
H: 1.753 1.799 -5.870  0.00
H: 0.454 2.694 -5.083  0.00
C: -0.162 3.604 1.671  0.00
C: 2.408 -6.307 1.025  0.00
C: 3.968 0.669 0.274  0.01
C: 3.778 -2.253 -0.566  0.00
C: 4.120 0.466 5.495  0.00
C: 5.578 0.357 3.616  0.00
F: 5.486 -1.400 2.134  0.00
C: 0.958 -2.930 -1.252  0.00
H: 0.434 -2.888 -2.209  0.00
H: -2.102 2.022 2.329  0.00
F: 3.671 1.102 6.578  0.00
N: -1.543 -0.964 -2.014  -0.02
H: -1.176 3.900 1.382  0.00
H: 2.664 3.392 -3.010  0.00
H: -0.541 -4.212 -0.342  0.00
C: -4.383 1.873 -1.344  0.03
H: -2.283 1.180 -3.146  0.02
H: -3.387 -2.029 -1.974  0.00
H: 2.649 3.596 1.408  0.00
C: 2.621 -1.314 -0.566  0.01
C: -1.558 4.263 -2.317  0.27
N: 0.280 1.037 -2.372  0.14
C: -0.605 2.024 -2.341  0.17
H: -0.850 -2.170 1.313  0.00
C: -2.338 -2.146 -1.683  0.00
C: 3.585 -0.747 5.110  0.00
C: 1.469 1.890 0.733  0.00
C: 3.337 -4.447 2.316  0.00
C: 3.683 -4.527 5.767  0.00
H: 0.645 -3.502 0.774  0.00
H: -1.286 -0.858 -2.987  0.00
C: -2.252 -2.402 -0.179  0.00

Forces on the atoms, in the same order (eV/Å):
0.0 0.0 0.0
-0.1 0.0 0.0
0.0 0.0 0.0
-0.1 0.0 0.0
0.1 0.0 0.2
0.2 -0.1 0.1
0.0 0.0 0.0
0.2 0.1 -0.1
0.0 0.0 0.0
0.0 0.0 0.0
0.0 0.0 0.0
0.0 0.0 -0.1
-0.1 0.1 -0.2
0.0 0.0 0.0
0.0 0.0 0.0
0.0 0.0 0.0
-0.1 0.1 -0.1
0.0 0.0 0.0
0.1 0.1 0.1
0.0 0.0 0.0
0.0 0.2 0.0
0.0 0.0 0.0
0.0 0.0 0.0
0.0 0.1 0.0
0.0 0.0 0.0
0.0 0.0 0.0
0.0 0.1 0.0
-0.1 0.2 0.0
0.0 0.0 0.0
0.0 0.0 0.0
0.0 0.0 0.0
0.0 0.0 0.0
0.2 0.3 0.0
0.0 0.0 0.0
0.0 -0.1 0.1
0.1 -0.1 0.1
0.0 0.0 0.0
0.0 0.0 0.0
0.0 0.0 0.0
-0.1 0.0 0.0
-0.1 0.0 -0.2
0.0 0.0 0.0
0.0 0.0 0.0
0.0 0.0 0.0
0.0 0.0 0.0
0.1 0.0 0.0
0.0 0.0 0.0
0.0 0.0 0.0
-0.8 -0.3 -0.1
0.0 0.0 0.0
0.0 0.1 0.0
0.0 0.0 0.0
0.0 0.0 0.0
0.0 0.0 0.0
0.0 0.0 0.0
0.0 0.0 0.0
0.0 0.0 0.0
0.0 0.0 0.0
0.2 0.1 0.0
0.1 0.0 0.0
0.0 0.0 0.0
0.0 0.1 0.0
0.0 0.0 0.0
-0.1 -0.3 -0.1
0.0 0.0 0.0
0.0 0.0 0.0
0.0 0.0 0.0
0.0 0.0 0.0
0.0 0.0 0.1
0.0 0.1 -0.1
0.0 0.0 0.0
0.1 0.1 0.0
0.0 0.0 0.0
0.0 0.0 0.0
-0.1 -0.1 0.1
0.0 0.0 0.0
-0.1 0.0 0.0
0.0 0.0 -0.1
0.0 0.0 0.0
0.0 0.0 0.0
0.0 -0.3 -0.1
0.0 0.0 0.0
0.0 0.0 0.0
0.0 0.0 0.0
0.0 0.0 0.0
0.0 0.1 0.0
0.0 0.0 0.0
0.0 0.0 0.0
0.0 0.0 0.0
0.0 0.0 0.0
0.0 0.0 0.0
0.0 0.0 0.0
0.0 0.0 0.0
0.2 -0.1 0.1
0.0 0.0 0.0
-0.1 0.1 0.0
0.0 0.0 -0.1
0.0 0.0 0.0
0.0 0.0 0.0
0.1 -0.1 0.1
0.3 -0.2 0.1
-0.2 0.0 0.0
0.0 0.0 0.0
0.0 0.0 0.0
0.0 0.0 0.0
0.0 0.0 0.0

As for the energy relative to the best compared isomer or geometry (same formula, charge and spin): 2.095 eV. The expectation value of S² is 3.82. As for the spin multiplicity: 4. The total charge is 0. For the strongest force on any atom, the calculation gives 0.8 eV Å⁻¹.

=====

Record 3
The following is a DFT calculation (ωB97M-V/def2-TZVPD) of C42H39AsN3O3PS4SbTi as an isolated structure at a distorted geometry.

Last column: Löwdin spin population.
Atoms and positions in Å:
S: 1.041 1.683 2.827  0.00
H: -6.289 -3.088 -2.291  0.00
H: 3.065 3.175 2.419  0.00
H: 1.268 -5.597 2.187  0.00
C: 3.597 2.816 1.544  0.00
C: 1.128 3.838 -1.989  0.00
C: 0.925 4.263 -3.290  0.00
H: 5.515 1.428 -1.508  0.00
C: 0.136 -2.511 1.243  0.00
O: 0.593 0.402 0.186  0.02
C: -0.375 5.792 1.710  0.00
C: 0.420 4.751 1.265  0.00
C: 3.235 -0.778 1.344  0.00
C: 4.976 1.823 -0.656  0.00
H: 0.941 -3.360 3.067  0.00
C: 0.494 -5.144 0.238  0.02
H: -2.361 6.438 2.175  0.00
H: 5.522 3.174 2.397  0.00
H: -3.021 -0.337 -2.555  0.00
C: -3.428 -1.287 -2.233  0.00
S: -0.355 -1.302 4.154  0.01
H: -4.892 -4.592 -0.919  0.00
H: 4.450 -0.795 4.372  0.00
H: 1.209 5.264 -3.593  0.00
S: -2.758 1.961 4.204  0.00
H: 1.501 4.860 1.208  0.00
O: -1.608 -0.073 1.827  0.01
H: 0.080 6.733 1.989  0.00
C: 3.598 1.830 -0.653  0.00
H: -2.578 -3.963 -0.355  0.00
H: 0.210 3.722 -5.236  0.00
H: 2.004 -2.853 -5.831  0.00
H: -3.394 4.276 1.575  0.00
H: -0.344 -4.394 -1.582  0.00
C: 4.382 -0.711 2.139  0.00
H: 6.762 2.315 0.436  0.00
C: 1.422 -2.627 -4.946  0.00
C: 2.048 -2.441 -3.721  0.00
C: -2.329 4.419 1.467  0.00
C: 0.164 1.719 -2.516  0.00
H: 5.391 -0.584 1.802  0.00
C: -1.747 5.625 1.815  0.00
C: -3.818 -1.505 2.626  0.00
H: 1.887 -1.012 4.126  0.00
H: -5.358 -0.939 -3.086  0.00
C: 0.665 -3.550 2.029  0.01
C: -2.617 0.053 1.053  0.01
C: -0.065 -4.166 -0.560  0.00
N: 2.593 -0.941 3.372  0.00
Ti: 0.123 -0.493 1.770  0.85
C: 0.843 -4.832 1.546  0.00
C: -0.706 -2.230 -3.899  0.00
N: -3.151 -2.644 2.001  0.00
P: -0.928 -1.538 -1.115  0.00
C: -4.479 -3.664 -1.295  0.00
C: 0.762 2.557 -1.586  0.00
H: -3.282 -1.139 3.520  0.00
C: -0.167 3.544 0.907  0.00
H: -1.986 2.437 0.705  0.00
C: -0.090 -2.044 -2.666  0.00
C: 2.881 2.336 0.441  0.00
C: -3.170 -3.322 -0.993  0.00
As: 0.950 2.031 0.339  0.01
C: 0.358 3.398 -4.214  0.00
H: 1.583 4.505 -1.262  0.00
H: -1.782 -2.156 -3.977  0.00
C: 1.302 -2.143 -2.602  0.00
H: 3.154 -0.747 0.271  0.00
C: 5.679 2.318 0.438  0.00
C: 0.043 -2.520 -5.025  0.00
H: -4.335 0.529 2.205  0.00
N: 2.155 -0.916 2.110  0.00
C: -0.025 2.127 -3.826  0.00
C: -3.962 -0.339 1.649  0.00
C: -2.624 -2.144 -1.485  0.00
C: 4.976 2.805 1.538  0.00
H: 3.124 -2.529 -3.649  0.00
H: -2.209 -2.352 1.722  0.00
H: 0.663 -6.139 -0.151  0.00
S: 0.212 1.535 6.520  0.00
C: -1.541 3.382 0.998  0.00
H: 3.035 1.427 -1.494  0.00
C: -4.738 -1.620 -2.519  0.00
H: -0.154 0.733 -2.197  0.00
O: -2.528 0.500 -0.090  0.01
C: -5.263 -2.820 -2.064  0.00
H: -4.812 -1.843 2.941  0.00
Sb: -0.677 1.038 4.476  0.01
H: -3.025 -3.374 2.700  0.00
C: -0.243 -2.876 -0.061  0.02
H: -0.453 -2.666 -5.977  0.00
H: 1.786 -1.989 -1.645  0.00
H: -0.468 1.447 -4.544  0.00
C: 3.929 -0.810 3.436  0.00
H: -4.640 -0.572 0.826  0.00

Forces on the atoms, in the same order (eV/Å):
-0.2 0.0 0.9
0.0 0.0 0.0
0.0 -0.1 -0.1
0.0 0.0 0.0
-0.7 0.1 -0.2
0.2 0.0 0.3
0.1 0.1 0.0
0.0 0.0 0.0
-0.1 -1.0 -0.7
0.6 0.6 -1.8
0.1 0.1 0.0
0.3 -0.2 -0.1
-0.1 -0.3 0.3
0.5 0.1 0.1
0.0 0.1 -0.2
-0.1 -0.1 -0.2
0.0 0.0 0.1
0.0 0.0 0.1
0.0 0.1 0.0
0.0 0.0 0.0
0.0 0.3 0.4
0.0 0.0 0.1
0.0 0.0 0.2
0.0 0.0 0.0
0.2 -0.1 -0.2
-0.1 0.1 0.1
-2.7 0.7 -0.1
0.0 0.1 0.0
-0.8 0.2 0.2
-0.1 0.0 0.0
0.0 0.0 -0.1
0.0 0.0 0.0
-0.1 -0.1 0.0
0.0 -0.1 0.0
0.1 0.0 -0.1
0.0 0.0 0.0
0.0 0.0 -0.1
0.2 0.0 -0.2
0.0 0.1 0.0
0.0 -0.4 0.3
0.2 0.0 0.0
-0.1 0.1 0.0
0.0 0.3 0.4
0.0 0.1 -0.3
0.0 0.0 -0.1
0.0 -0.2 0.2
-1.6 0.8 -1.0
0.1 -0.2 0.0
0.7 -0.2 0.1
1.7 -1.1 2.2
0.1 0.1 0.1
-0.1 0.0 0.2
0.1 -0.1 -0.1
-0.2 -1.1 -0.5
-0.1 -0.1 -0.1
-0.1 -0.2 0.0
-0.2 -0.1 -0.2
-0.1 -0.1 0.0
0.0 0.1 0.1
0.0 0.1 -0.1
0.6 -0.2 -0.1
0.1 0.0 -0.1
0.1 2.4 -0.5
-0.1 0.0 -0.2
0.0 0.1 -0.1
-0.1 0.0 0.0
0.0 0.1 0.1
-0.1 0.0 0.0
-0.4 0.0 0.1
0.2 0.0 -0.3
0.1 0.0 -0.1
1.8 -0.3 0.5
0.0 0.0 -0.2
0.3 -0.4 0.1
0.2 0.0 0.1
0.6 0.0 -0.3
0.1 0.0 0.0
-0.3 -0.3 0.3
0.0 -0.1 0.0
0.2 0.1 -0.1
0.1 -0.4 -0.3
0.2 0.1 0.0
-0.1 0.1 -0.2
0.0 0.0 0.0
-0.5 0.3 0.5
-0.1 -0.1 0.1
0.0 0.1 0.0
-0.2 0.1 0.9
0.2 0.2 -0.1
0.0 0.2 0.1
0.0 0.0 0.0
0.1 0.0 0.0
0.0 0.0 0.0
-0.4 -0.1 -0.2
0.0 0.0 0.0

As for the energy relative to the best compared isomer or geometry (same formula, charge and spin): 2.299 eV. The expectation value of S² is 0.75. As for the spin multiplicity: 2. The total charge is -2. For the strongest force on any atom, the calculation gives 3.0 eV Å⁻¹.

=====

Number 1: E -8426.0688 hartree. Number 2: E -7213.1086 hartree. Number 3: E -7273.6312 hartree.